DFT (ωB97M-V/def2-TZVPD) results for 11 unconnected molecules or ions with the total composition C29H80O12 in a non-equilibrium geometry.

Last column: Löwdin charge in e.
Element x y z (Å)
C 13.7267 16.7025 12.0059  -0.036
C 12.6257 16.5990 10.9532  -0.479
C 12.8307 15.3245 10.0824  -0.050
O 11.3458 16.4817 11.4888  -0.066
H 13.6038 17.6021 12.6090  0.064
H 14.6898 16.6723 11.4963  0.080
H 13.7094 15.8407 12.6730  0.063
H 12.6445 17.4324 10.2510  0.134
H 12.9179 14.3852 10.6284  0.054
H 13.8069 15.4094 9.6050  0.076
H 11.9725 15.2436 9.4152  0.077
H 11.2009 17.2190 12.0863  0.018
C 8.8648 8.0325 16.8175  -0.037
C 9.9010 8.9255 16.1327  -0.492
C 10.4085 10.0550 17.0166  -0.045
O 11.0493 8.2494 15.6980  -0.065
H 9.1798 7.5665 17.7511  0.081
H 8.4508 7.3216 16.1024  0.083
H 8.0453 8.6543 17.1779  0.080
H 9.4450 9.4039 15.2660  0.108
H 11.3011 10.5069 16.5840  0.069
H 10.6928 9.7784 18.0319  0.085
H 9.5366 10.6767 17.2198  0.078
H 11.3464 7.7412 16.4563  0.106
C 8.8547 19.1438 12.7782  -0.050
C 9.6509 18.3671 13.7871  -0.475
C 9.1045 16.9476 13.8765  -0.039
O 10.9770 18.3363 13.3041  -0.077
H 9.3690 20.0652 12.5050  0.087
H 7.8694 19.3985 13.1684  0.083
H 8.6561 18.5017 11.9201  0.087
H 9.7370 18.8967 14.7359  0.144
H 8.0601 16.9890 14.1859  0.089
H 9.7647 16.3139 14.4687  0.055
H 9.1648 16.4589 12.9041  0.080
H 11.5058 17.9988 14.0308  0.050
C 12.4218 11.0115 8.3826  -0.054
C 11.4247 12.1607 8.0819  -0.461
C 10.9237 12.1349 6.6150  -0.037
O 10.3710 11.8881 8.9535  -0.075
H 13.3880 11.1865 7.9094  0.074
H 12.0912 10.0698 7.9444  0.065
H 12.5397 10.7593 9.4364  0.059
H 11.8941 13.1104 8.3388  0.111
H 9.9538 12.6278 6.5491  0.072
H 10.7258 11.1452 6.2033  0.076
H 11.6035 12.7355 6.0106  0.075
H 10.6705 11.8049 9.8618  0.041
C 14.3433 10.4524 15.0802  -0.039
C 13.5058 10.2372 13.8405  -0.459
C 13.7153 8.8594 13.1807  -0.027
O 12.1375 10.4385 14.1519  -0.081
H 15.3913 10.2043 14.9120  0.078
H 13.9804 9.8776 15.9323  0.088
H 14.3829 11.5153 15.3183  0.082
H 13.8701 11.0150 13.1693  0.107
H 13.4848 8.7813 12.1182  0.066
H 13.1539 8.0893 13.7097  0.082
H 14.7781 8.6222 13.2294  0.075
H 11.7798 9.6113 14.4827  0.052
C 9.8166 8.5175 9.5400  -0.050
C 9.4750 7.7624 10.8722  -0.428
C 10.3058 8.3494 12.0628  -0.041
O 8.1190 8.0467 11.1354  -0.075
H 9.1436 8.2684 8.7195  0.077
H 10.7574 8.1892 9.0982  0.063
H 9.8585 9.6029 9.6302  0.053
H 9.6234 6.6884 10.7597  0.131
H 9.9704 7.8295 12.9602  0.080
H 10.0624 9.4007 12.2165  0.056
H 11.3503 8.3440 11.7513  0.060
H 8.0269 8.9978 11.2281  0.015
C 15.1915 12.0459 11.0140  -0.050
C 16.5446 11.4274 11.4953  -0.471
C 17.0078 10.2836 10.5819  -0.049
O 17.5414 12.4076 11.4770  -0.059
H 14.5209 11.2013 10.8562  0.057
H 15.1857 12.6496 10.1064  0.080
H 14.6758 12.6656 11.7475  0.055
H 16.4360 11.0686 12.5188  0.125
H 16.8000 10.4260 9.5214  0.082
H 16.4351 9.4500 10.9884  0.065
H 18.0619 10.0807 10.7707  0.080
H 17.6884 12.8920 10.6612  0.094
O 11.7586 13.0806 14.8765  -0.092
C 11.8960 13.7784 13.6227  -0.162
C 10.9572 13.2581 12.4781  -0.212
O 11.4348 12.1504 11.7951  -0.070
H 12.1411 12.2115 14.7353  0.040
H 11.5927 14.8057 13.8244  0.096
H 12.9498 13.8249 13.3482  0.106
H 10.8239 14.0244 11.7145  0.105
H 10.0020 13.0162 12.9442  0.103
H 11.5593 11.4402 12.4289  0.053
C 7.7345 10.7907 13.7059  -0.085
C 6.9650 11.1426 12.4791  -0.305
O 7.7045 10.6731 11.3868  -0.074
H 8.0773 9.7622 13.5930  0.066
H 7.1098 10.9995 14.5743  0.086
H 8.6436 11.3890 13.7675  0.062
H 6.7166 12.2040 12.4796  0.122
H 6.0206 10.5991 12.5080  0.118
H 7.7313 11.3674 10.7244  0.111
C 12.5302 16.2180 16.5518  -0.083
C 13.1666 17.5213 16.5747  -0.299
O 12.9447 18.2032 15.3150  -0.091
H 11.5696 16.2712 16.0394  0.056
H 12.4261 15.7258 17.5188  0.099
H 13.1529 15.5494 15.9574  0.085
H 14.2406 17.4306 16.7370  0.117
H 12.8168 18.1966 17.3555  0.113
H 13.6506 18.8385 15.1744  0.094
C 8.2024 13.9510 15.9492  -0.080
C 9.3293 14.2932 16.9080  -0.311
O 10.2700 13.2251 17.0469  -0.093
H 7.4812 14.6983 15.6184  0.069
H 7.7267 13.0584 16.3554  0.072
H 8.6871 13.6908 15.0083  0.050
H 8.9085 14.5002 17.8920  0.108
H 9.8231 15.2347 16.6671  0.073
H 10.7390 13.1062 16.2177  0.011

Forces on the atoms, in the same order (eV/Å):
C -0.26 0.01 -0.29
C 0.51 -1.82 -0.69
C 0.33 0.69 0.53
O -0.45 -0.70 -0.09
H 0.24 0.06 -0.03
H 0.14 0.33 0.12
H -0.18 -0.04 0.03
H 0.27 0.38 0.04
H -0.32 0.09 0.53
H -0.21 0.10 -0.67
H 0.33 -0.02 -0.34
H -0.22 0.58 0.48
C -0.30 0.57 -0.21
C -0.04 0.89 1.34
C -1.04 -0.10 0.77
O 0.41 -1.27 -0.88
H 0.60 -0.33 -0.25
H 0.08 -0.21 0.22
H -0.19 0.21 -0.32
H 0.05 -0.28 -0.20
H -0.56 0.53 -0.15
H 0.18 -0.75 0.06
H 0.48 0.89 -0.37
H 0.35 -0.16 -0.02
C -0.63 0.28 0.08
C -0.11 -0.16 -0.44
C 0.33 0.12 -0.03
O 0.52 0.08 -0.32
H -0.05 -0.10 -0.15
H -0.02 0.11 0.15
H 0.29 0.21 -0.28
H -0.65 -0.14 0.34
H 0.11 -0.41 0.35
H -0.40 0.03 0.68
H -0.20 0.31 -0.31
H 0.75 0.06 0.25
C 0.51 -0.11 -1.19
C 0.86 -1.99 0.16
C -0.21 0.73 0.87
O -2.12 0.47 -0.03
H 0.30 0.14 0.23
H -0.42 0.06 -0.20
H 0.09 0.63 0.15
H -0.02 0.27 -0.24
H -0.02 0.27 0.23
H 0.54 -0.13 0.17
H 0.10 -0.37 -0.25
H 0.43 0.16 0.30
C 0.52 -0.02 0.32
C 0.79 -0.88 -0.33
C 0.60 0.28 0.19
O -0.04 0.92 -0.82
H 0.02 -0.29 -0.12
H -0.02 0.03 0.05
H -0.38 0.05 0.29
H -0.64 0.10 -0.44
H -0.39 0.40 0.06
H 0.03 -0.05 0.07
H 0.07 -0.16 0.19
H -0.20 -0.51 0.38
C 0.57 -1.06 -0.08
C 0.23 2.70 -0.48
C -0.64 -0.39 -1.42
O -0.55 -1.56 0.27
H -0.60 0.00 0.36
H 0.53 0.06 0.37
H -0.13 -0.08 0.26
H -0.16 0.03 0.11
H 0.81 -0.22 0.16
H -0.25 0.14 -0.27
H 0.19 -0.48 0.77
H -0.04 0.37 -0.13
C -0.26 -1.04 0.70
C -0.53 1.27 -2.61
C -0.81 -0.37 1.30
O 1.24 1.09 1.61
H -0.27 0.00 -0.25
H 0.62 -0.25 -0.21
H 0.34 0.07 0.35
H 0.19 0.15 0.06
H 0.01 0.11 0.10
H 0.03 -0.62 -0.65
H -0.04 0.06 -0.14
H -0.59 -0.43 -0.27
O 0.35 0.48 -1.08
C -1.06 0.27 -0.16
C 0.53 0.95 1.08
O 0.60 -0.96 -0.73
H -0.19 -0.66 0.20
H -0.03 0.08 0.00
H 0.06 -0.24 -0.32
H -0.04 0.26 0.34
H -0.30 0.20 0.11
H 0.01 -0.50 0.25
C 0.42 0.29 0.24
C -0.78 -0.46 0.86
O 0.29 1.01 -0.97
H -0.37 -0.18 0.45
H 0.23 -0.40 0.26
H 0.05 0.18 0.12
H 0.24 0.16 -0.47
H -0.27 0.02 -0.08
H 0.19 -0.18 -0.38
C -0.39 -1.79 -0.63
C 1.02 2.32 0.15
O -0.02 -0.54 0.16
H -0.17 -0.02 0.25
H -0.15 0.29 0.07
H -0.11 -0.19 -0.15
H 0.16 -0.09 -0.02
H -0.30 -0.14 0.22
H -0.04 0.06 -0.02
C 0.72 -0.64 -0.67
C 0.01 0.36 0.57
O -1.20 0.65 0.90
H -0.02 0.32 0.80
H -0.32 0.04 -0.26
H 0.03 -0.43 -0.20
H 0.05 -0.32 0.24
H 0.17 0.03 -0.44
H 0.21 0.16 -0.53

Structure (SMILES): CC(C)O.CC(C)O.CC(C)O.CC(C)O.CC(C)O.CC(C)O.CC(C)O.OCCO.CCO.CCO.CCO
Multiplicity: 1

DFT (ωB97M-V/def2-TZVPD) results for 8 unconnected molecules or ions with the total composition C29H81N7O8 in a non-equilibrium geometry.

Last column: Löwdin charge in e.
Element x y z (Å)
C -3.2725 3.2961 -1.7796  -0.064
O -3.7765 2.0221 -1.2426  -0.195
C -4.7955 1.4941 -2.1056  -0.183
C -4.7845 -0.0259 -1.7296  -0.475
C -3.6925 -0.9049 -2.4546  -0.057
N -6.0245 -0.6229 -2.0116  0.001
H -2.4325 3.7811 -1.1856  0.088
H -3.9955 4.1351 -1.6776  0.087
H -3.1725 3.1721 -2.7936  0.046
H -5.7145 1.8831 -1.9216  0.083
H -4.6365 1.6311 -3.1176  0.098
H -4.4275 -0.1089 -0.6406  0.142
H -4.0485 -1.2199 -3.5766  0.127
H -3.5435 -1.7599 -1.6886  0.083
H -2.6835 -0.5589 -2.3836  0.026
H -6.2355 -0.3989 -3.0416  0.115
H -6.7105 -0.1799 -1.3616  0.095
C 5.8065 -6.0119 3.1304  -0.084
O 5.0305 -4.8309 3.1704  -0.210
C 3.9085 -4.8779 4.0164  -0.197
C 2.8885 -3.7759 3.6534  -0.398
C 3.2815 -2.3169 3.8224  -0.033
N 1.6605 -4.0879 4.4144  0.087
H 6.6025 -5.7939 2.4424  0.099
H 5.1445 -6.8309 2.9114  0.082
H 6.0495 -6.2139 4.0724  0.037
H 3.4725 -5.9039 3.7854  0.141
H 4.3545 -4.7169 4.9994  0.128
H 2.5855 -3.8729 2.6124  0.120
H 2.6255 -1.7159 3.6244  -0.061
H 4.2615 -1.9109 3.2994  0.124
H 3.8485 -2.2409 4.8924  0.135
H 1.9405 -3.9629 5.3054  0.032
H 1.2495 -4.9009 4.3394  0.013
C -1.4935 -3.8399 -4.2836  -0.142
O -0.6805 -2.7739 -4.2566  -0.181
C -0.7285 -1.8679 -5.3496  -0.140
C 0.2185 -0.6529 -5.1296  -0.380
C -0.3125 0.2731 -3.9966  -0.005
N 0.3815 0.0381 -6.3906  0.027
H -1.6205 -4.4569 -3.4536  0.082
H -1.2125 -4.3429 -5.0496  0.023
H -2.5315 -3.5309 -4.5386  0.104
H -0.4145 -2.4559 -6.2716  0.145
H -1.7575 -1.6179 -5.3406  0.103
H 0.9905 -1.0589 -4.9206  0.030
H -0.2345 -0.1639 -3.0366  0.052
H -1.2215 0.7271 -4.0586  0.039
H 0.3205 1.1471 -4.1836  0.068
H 1.2635 0.6991 -6.3676  0.127
H 0.7255 -0.5379 -7.1206  0.041
C 7.1835 3.1011 -0.4736  -0.099
O 5.9535 2.6451 0.0534  -0.216
C 5.0595 1.8551 -0.7806  -0.152
C 3.6565 1.8691 -0.1396  -0.345
C 3.5905 0.9621 1.2184  -0.029
N 2.7615 1.2001 -1.0496  0.023
H 7.4635 2.2521 -1.2286  0.118
H 7.8675 3.1801 0.3614  0.085
H 7.1075 3.9621 -1.0246  0.044
H 5.0665 2.3881 -1.6376  0.074
H 5.5525 0.9791 -1.1116  0.113
H 3.4285 2.7751 0.1694  0.082
H 2.5405 0.8001 1.8364  0.128
H 4.3585 1.0541 1.8904  0.024
H 3.6495 0.0081 0.9064  -0.006
H 1.8315 1.4121 -0.7366  0.023
H 2.8185 0.0331 -1.0126  0.168
C 1.2345 4.1141 -2.8736  -0.110
O 0.7235 4.7951 -1.7856  -0.166
C 1.1915 6.1081 -1.3426  -0.171
C 0.7185 6.2571 0.0474  -0.429
C -0.7935 6.2981 0.0354  -0.025
N 1.4255 7.4331 0.4954  0.088
H 0.6925 3.2691 -3.1206  0.073
H 2.0855 3.7471 -2.9116  0.011
H 1.3965 4.5751 -3.6756  0.029
H 2.2825 5.9941 -1.4816  0.125
H 0.8945 6.8761 -2.1776  0.164
H 0.9225 5.4331 0.5784  0.101
H -1.1505 6.2151 1.0724  0.077
H -1.3865 5.5931 -0.5006  0.052
H -1.0165 7.1671 -0.4486  0.049
H 1.2285 8.2761 0.1524  0.023
H 2.3695 7.1441 0.5834  0.073
C -0.6085 1.2431 -0.0526  -0.146
O 0.1025 0.0701 -0.1506  -0.192
C -0.1345 -0.8139 1.0104  -0.173
C 0.3645 -2.0579 0.5304  -0.513
C -0.1635 -2.5519 -0.7486  -0.038
N 0.1015 -3.0209 1.5624  0.029
H -0.5145 2.0721 0.6284  0.071
H -1.6305 1.1291 0.2034  0.061
H -0.4545 1.5111 -1.1336  0.109
H 0.4465 -0.5579 1.8104  0.085
H -1.1645 -0.8379 1.3814  0.139
H 1.4555 -2.0039 0.5234  0.146
H 0.3205 -2.1489 -1.5916  0.055
H -1.1845 -2.2029 -1.0626  0.095
H -0.1985 -3.5459 -0.9416  0.046
H 0.7315 -2.6599 2.4834  0.123
H -0.9465 -3.0669 1.9544  0.105
C -1.6145 -2.6159 4.5434  -0.175
O -2.2845 -2.5839 3.4024  -0.175
C -3.3055 -3.5409 3.3414  -0.180
C -3.9795 -3.4729 1.9504  -0.417
C -4.8015 -2.1469 1.6754  -0.047
N -4.8415 -4.5799 1.7914  0.010
H -1.1055 -3.5289 4.5914  0.056
H -2.2305 -2.6309 5.4474  0.099
H -0.8655 -1.8409 4.7004  0.100
H -3.0565 -4.5549 3.4894  0.119
H -4.0285 -3.4429 3.9984  0.081
H -3.1945 -3.5709 1.1714  0.132
H -5.7235 -2.0009 2.4674  0.132
H -5.3585 -2.0789 0.7294  0.053
H -4.2525 -1.2789 1.7384  0.014
H -4.5795 -5.4239 2.1994  0.036
H -4.9605 -4.9139 0.7734  0.128
C -1.7535 4.0741 3.2094  -0.104
O -1.8305 5.5291 3.4694  -0.134
H -1.4765 3.5881 4.0794  0.036
H -0.9935 3.9511 2.3194  0.106
H -2.7385 3.6451 3.1484  0.069
H -2.7085 5.8391 3.4334  0.037

Forces on the atoms, in the same order (eV/Å):
C -1.08 0.92 3.51
O 0.47 2.20 -1.13
C 3.18 -2.91 2.90
C 3.06 0.53 -0.11
C -1.41 -1.43 0.16
N -2.27 0.03 -0.66
H -0.39 -1.65 -0.94
H -0.43 -0.67 0.04
H 1.21 -0.16 -2.42
H -2.91 1.39 1.06
H 0.99 0.31 -2.35
H -1.21 0.33 -1.27
H 1.11 0.54 2.87
H -0.85 0.41 -1.86
H 0.55 1.10 -0.69
H -0.13 -0.47 2.19
H 0.19 -0.55 -1.27
C -2.33 1.67 -2.31
O 0.31 1.18 -1.30
C 0.66 -0.30 -1.64
C -0.70 -1.32 -1.15
C 11.69 -6.05 4.26
N 2.10 6.17 -1.93
H 0.37 -0.52 -0.14
H -0.14 -0.74 -1.11
H 2.18 -0.86 4.05
H -0.13 1.11 1.11
H -0.85 -0.42 0.75
H 0.33 -0.44 -0.32
H -7.52 6.63 -1.48
H -1.98 -1.52 0.00
H -2.21 0.29 -1.69
H 0.45 0.50 4.05
H -2.14 -5.33 -1.19
C -4.12 2.95 1.01
O 3.03 2.61 2.37
C 0.63 -1.42 -0.30
C -11.03 3.14 -2.03
C 3.53 -0.17 -1.91
N 1.99 3.25 -0.30
H 0.70 -0.49 1.96
H 1.64 -4.40 -5.10
H -0.02 0.06 0.17
H -0.51 0.80 0.59
H -1.20 0.89 -1.02
H 10.07 -4.76 3.59
H 0.57 -0.35 1.02
H -3.15 0.43 -0.91
H 0.46 0.08 1.07
H -2.41 -1.22 0.60
H -0.20 -1.35 -0.68
C -0.53 -4.88 -0.64
O -0.81 -0.12 1.35
C 0.82 1.76 2.93
C 2.13 -7.55 1.06
C -3.42 2.04 -0.03
N -0.41 -2.69 -1.15
H 0.50 1.49 1.22
H 0.30 0.02 -0.11
H -0.32 2.44 -1.22
H -1.02 1.90 -3.24
H 0.11 -1.88 0.53
H -1.46 4.60 0.50
H 2.23 1.51 -1.63
H 1.88 0.89 1.85
H 0.63 -3.53 -1.53
H -0.52 -0.28 -0.15
H -0.02 4.35 0.18
C -6.31 0.42 4.50
O -0.92 0.11 0.98
C 0.94 -2.49 -4.46
C -1.40 2.80 -3.25
C 0.23 -0.59 2.33
N -0.13 -4.23 3.57
H -2.07 -1.49 -0.13
H 8.91 -3.65 2.23
H -0.33 5.28 -7.00
H -0.04 0.63 0.72
H 0.03 -0.80 1.93
H 1.73 -2.89 2.10
H -0.09 0.70 -0.23
H 0.56 -1.24 -0.64
H -1.21 2.95 -0.74
H -0.79 3.72 -1.88
H 0.90 0.76 0.06
C -0.65 1.08 -3.24
O -0.10 -0.98 3.43
C -1.05 2.23 -3.18
C 0.40 -2.83 0.82
C -2.20 2.88 -1.79
N 0.08 -0.81 5.47
H 2.26 0.42 0.73
H -1.69 -1.12 -0.63
H -0.98 1.23 1.05
H 1.65 1.34 2.25
H -0.29 0.10 -0.68
H 0.15 0.08 -0.51
H 1.28 0.66 -0.99
H 0.31 -0.08 1.10
H 0.31 -3.31 0.26
H -2.54 -1.56 -2.87
H 3.01 0.63 -1.35
C 1.34 0.02 3.50
O -2.13 0.63 -2.75
C 1.27 0.47 -4.69
C 0.62 1.59 -1.05
C -3.20 -1.79 2.00
N -2.53 -1.19 -3.04
H 1.35 -1.60 0.32
H -0.50 0.37 0.05
H -0.17 0.31 -0.62
H 1.61 -1.41 0.04
H -3.57 1.48 3.79
H 0.13 0.64 0.45
H 2.38 -0.66 -1.54
H 0.51 -0.69 -0.06
H 1.64 1.88 0.28
H 0.92 -1.36 1.40
H 0.14 1.38 1.96
C 0.46 2.50 -1.99
O 1.84 -1.81 -0.04
H 1.70 -0.71 1.78
H -1.85 -0.23 1.73
H -0.57 -0.01 -1.35
H -1.58 0.24 -0.15

Structure (SMILES): COC[C@H](C)N.COC[C@H](C)N.COC[C@H](C)N.COC[C@H](C)N.COC[C@H](C)N.COC[C@H](C)N.COC[C@H](C)N.CO
Multiplicity: 1

For each record above, in turn, the calculated energy above the lowest of the compared OMol25 structures with the same formula, charge and spin values are 0.0 1616.5 kJ/mol.
For each record above, in turn, the calculated LUMO level values are 0.5021 0.6622 eV.